Version A
Here is HN3O in the gas phase from the Open Molecules 2025 dataset. Energies are from the ωB97M-V functional and the def2-TZVPD basis.

Each line ends with the natural charge from an NBO analysis.
Atoms and positions in Å:
N1 -0.20016 -0.19679 -0.00125  0.19
N2 0.85507 -0.41025 0.43446  0.34
N3 -1.10584 0.58715 -0.17490  -0.53
O1 1.76493 -1.15089 0.67688  -0.37
H1 -1.31400 1.17078 -0.93519  0.38

The highest occupied orbital energy comes out at -9.215 eV. Its orbital gap is 9.066 eV. Its SMILES is [H]/N=N/N=O.

=====

Version B
Here is a molecular structure, HN3O from the Open Molecules 2025 dataset. Energies are from the ωB97M-V functional and the def2-TZVPD basis.

Each line ends with the natural charge from an NBO analysis.
Atoms and positions in Å:
N1 0.82342 0.38694 0.37922  -0.03
N2 0.81255 -0.72029 0.92820  0.12
N3 -0.17114 0.29622 -0.43488  -0.13
O1 -0.67858 -0.96405 -0.05436  -0.36
H1 -0.78625 1.00118 -0.81818  0.40

The highest occupied orbital energy comes out at -10.314 eV. Its orbital gap is 9.755 eV.

=====

Q: Which of them is the least stable? A: version B.

=====

Version A
Here is 2 unconnected molecules or ions with the total composition C2H7NS2 from the Open Molecules 2025 dataset. Energies are from the ωB97M-V functional and the def2-TZVPD basis.

Each line ends with the natural charge from an NBO analysis.
Atoms and positions in Å:
C1 -2.85141 -0.22586 -1.01259  -0.05
N1 -3.06831 0.94733 -1.60324  -0.58
H1 -3.53554 -0.62019 -0.03329  0.17
H2 -1.91387 -0.70052 -0.99324  0.15
H3 -2.25174 1.17909 -1.96298  0.31
C2 2.00674 -0.10703 -0.91852  -0.73
S1 1.47129 -0.90973 0.65926  0.06
S2 0.24444 0.61154 1.01980  -0.17
H4 2.59369 -0.94652 -1.35760  0.23
H5 1.29348 0.02297 -1.66150  0.22
H6 2.59191 0.71139 -0.52435  0.24
H7 0.31673 0.49092 2.47744  0.16

The highest occupied orbital energy comes out at -8.322 eV. Its orbital gap is 8.822 eV. Its SMILES is C=N.CSS.

=====

Version B
Here is 2 unconnected molecules or ions with the total composition C2H7NS2 from the Open Molecules 2025 dataset. Energies are from the ωB97M-V functional and the def2-TZVPD basis.

Each line ends with the natural charge from an NBO analysis.
Atoms and positions in Å:
C1 0.74875 0.14712 -1.20074  -0.03
C2 0.38193 -1.41503 0.52896  -0.34
N1 0.14152 -0.18761 -0.13574  -0.44
S1 -1.13337 -1.86492 1.51604  -0.04
S2 -0.58418 2.85269 0.76359  -0.33
H1 0.55558 1.13933 -1.62474  0.19
H2 1.54128 -0.51415 -1.53576  0.15
H3 0.31671 3.22847 -0.07854  0.12
H4 0.47334 -2.23661 -0.15500  0.20
H5 1.25459 -1.28764 1.15440  0.22
H6 -1.40734 -0.63862 1.75168  0.12
H7 -0.31322 1.54727 0.47129  0.18

The highest occupied orbital energy comes out at -9.303 eV. Its orbital gap is 9.882 eV. Its SMILES is C=NCS.S.

=====

Version C
Here is 2 unconnected molecules or ions with the total composition C2H7NS2 from the Open Molecules 2025 dataset. Energies are from the ωB97M-V functional and the def2-TZVPD basis.

Each line ends with the natural charge from an NBO analysis.
Atoms and positions in Å:
C1 -1.68352 1.13454 0.28324  -0.44
C2 -0.76759 -0.95104 -0.16069  -0.05
N1 -0.67330 0.29529 -0.33634  -0.41
H1 -1.21602 1.71387 1.07881  0.21
H2 -2.51627 0.55245 0.68171  0.17
H3 -2.03733 1.86638 -0.44129  0.21
H4 0.04872 -1.59328 -0.47087  0.18
H5 -1.64298 -1.41630 0.30293  0.14
S1 2.75272 0.57883 0.33695  -0.15
S2 3.07841 -1.42675 -0.06654  -0.15
H6 1.41704 0.56150 0.18426  0.16
H7 3.24011 -1.31549 -1.39217  0.13

The highest occupied orbital energy comes out at -9.350 eV. Its orbital gap is 9.839 eV. Its SMILES is C=NC.SS.

=====

Version D
Here is 2 unconnected molecules or ions with the total composition C2H7NS2 from the Open Molecules 2025 dataset. Energies are from the ωB97M-V functional and the def2-TZVPD basis.

Each line ends with the natural charge from an NBO analysis.
Atoms and positions in Å:
S1 -1.17690 -0.93314 1.97985  -0.13
S2 0.55516 -1.30688 3.05918  -0.11
H1 -1.44027 -2.18278 1.59377  0.12
H2 1.36857 -1.43962 2.00117  0.13
C1 0.92266 1.02646 -0.27833  -0.52
C2 0.14526 1.14266 -1.33947  0.01
N1 -0.61146 0.08248 -1.82241  -0.83
H3 0.93140 0.09550 0.27175  0.18
H4 1.55557 1.80897 0.10509  0.21
H5 -0.07007 2.07987 -1.84290  0.19
H6 -0.90248 -0.62407 -1.16762  0.38
H7 -1.27744 0.25055 -2.56008  0.38

The highest occupied orbital energy comes out at -8.161 eV. Its orbital gap is 8.395 eV. Its SMILES is C=CN.SS.

=====

Q: Which of them is the least stable? A: version A.

=====

Version A
Here is 2 unconnected molecules or ions with the total composition C2H4O2S from the Open Molecules 2025 dataset. Energies are from the ωB97M-V functional and the def2-TZVPD basis.

Each line ends with the natural charge from an NBO analysis.
Atoms and positions in Å:
C1 0.92344 -0.19797 -0.99914  -0.36
C2 -0.30405 -0.58186 -0.83378  -0.38
O1 -1.82314 0.72565 1.84739  -0.83
O2 0.61722 1.00910 1.48079  -0.83
S1 -0.47299 0.27944 2.03015  1.66
H1 1.63217 -0.08496 -0.15777  0.21
H2 1.27069 0.11753 -1.96723  0.20
H3 -1.18714 -0.45244 -1.48212  0.21
H4 -0.65619 -0.81450 0.08171  0.13

The highest occupied orbital energy comes out at -10.442 eV. Its orbital gap is 9.453 eV.

=====

Version B
Here is 2 unconnected molecules or ions with the total composition C2H4O2S from the Open Molecules 2025 dataset. Energies are from the ωB97M-V functional and the def2-TZVPD basis.

Each line ends with the natural charge from an NBO analysis.
Atoms and positions in Å:
C1 1.03250 0.08372 -0.51450  -0.17
C2 -0.00487 -0.54322 0.32334  0.59
O1 0.45547 -1.24022 -0.70095  -0.44
O2 0.00282 -0.72727 1.64203  -0.66
S1 -2.09102 1.67787 -0.09076  -0.32
H1 0.76580 0.81280 -1.24676  0.20
H2 2.05444 0.04076 -0.14120  0.19
H3 -0.74329 -1.38749 1.93580  0.51
H4 -1.47185 1.28304 -1.20701  0.09

The highest occupied orbital energy (spin up / spin down) comes out at -9.126 / -8.270 eV. Its orbital gap (spin up / spin down) is 8.959 / 6.534 eV.

=====

Q: Which of them is the least stable? A: version B.

=====

Version A
Here is a molecular structure, C2H4O2S from the Open Molecules 2025 dataset. Energies are from the ωB97M-V functional and the def2-TZVPD basis.

Each line ends with the natural charge from an NBO analysis.
Atoms and positions in Å:
C1 -0.08119 0.76900 0.21936  -0.15
C2 -0.92507 -0.63297 0.04025  0.17
H1 1.94384 -0.22544 0.13874  0.50
H2 0.16427 0.80767 1.41350  0.21
H3 -0.33798 1.63572 -0.25416  0.22
H4 0.63897 -0.56727 -0.80020  0.48
O1 1.23436 0.58253 -0.42854  -0.70
O2 -0.16049 -1.38400 -0.80405  -0.66
S1 -2.47670 -0.98524 0.47511  -0.07

The highest occupied orbital energy comes out at -8.737 eV. Its orbital gap is 8.273 eV.

=====

Version B
Here is C2H4O2S in the gas phase from the Open Molecules 2025 dataset. Energies are from the ωB97M-V functional and the def2-TZVPD basis.

Each line ends with the natural charge from an NBO analysis.
Atoms and positions in Å:
C1 1.24165 2.00887 -0.34532  0.21
C2 -0.64798 -0.22951 -0.07551  -0.78
O1 0.90532 0.49517 -2.20107  -0.96
O2 1.18753 3.07775 0.21844  -0.47
S1 -0.06494 1.13455 -1.33559  1.15
H1 2.20380 1.61570 -0.81834  0.16
H2 -1.62795 -0.46559 -0.41543  0.22
H3 -0.58213 0.02488 0.96858  0.23
H4 0.01406 -1.05316 -0.28873  0.24

The highest occupied orbital energy comes out at -9.631 eV. Its orbital gap is 9.575 eV.

=====

Version C
Here is a molecular structure, C2H4O2S from the Open Molecules 2025 dataset. Energies are from the ωB97M-V functional and the def2-TZVPD basis.

Each line ends with the natural charge from an NBO analysis.
Atoms and positions in Å:
C1 0.02799 -0.17978 -0.06879  -0.05
C2 0.86856 1.04130 -0.03984  -0.71
O1 -0.74073 -2.62739 0.26577  -0.92
O2 -1.71237 0.08755 -0.39141  -0.71
S1 0.37171 -1.72078 0.29036  1.16
H1 0.21100 1.82069 -0.10847  0.26
H2 1.46769 1.06622 -0.96886  0.25
H3 1.43781 1.24682 0.93279  0.25
H4 -1.93167 -0.73463 0.08845  0.47

The highest occupied orbital energy comes out at -9.697 eV. Its orbital gap is 9.574 eV.

=====

Q: Which of them is the least stable? A: version C.

=====

Version A
Here is C3H8O3 in the gas phase from the Open Molecules 2025 dataset. Energies are from the ωB97M-V functional and the def2-TZVPD basis.

Each line ends with the natural charge from an NBO analysis.
Atoms and positions in Å:
C1 0.09568 1.22034 1.33957  -0.63
C2 0.74385 -1.22038 0.16398  -0.68
C3 0.19617 0.14611 -0.15343  0.55
O1 0.84273 0.91019 -1.11265  -0.74
O2 -1.40447 -0.90685 -1.49856  -0.47
O3 -1.16515 -0.01076 -0.38864  -0.32
H1 0.62780 0.79520 2.16254  0.21
H2 0.48509 2.27817 1.00712  0.22
H3 -1.03016 1.27352 1.34455  0.22
H4 0.40628 -1.86223 -0.66679  0.23
H5 0.27390 -1.63965 0.99850  0.22
H6 1.84534 -1.16604 0.30323  0.22
H7 0.41236 0.89201 -2.01001  0.49
H8 -2.32940 -0.70962 -1.48941  0.47

The highest occupied orbital energy comes out at -9.720 eV. Its orbital gap is 10.436 eV. Its SMILES is CC(C)(O)OO.

=====

Version B
Here is 2 unconnected molecules or ions with the total composition C3H8O3 from the Open Molecules 2025 dataset. Energies are from the ωB97M-V functional and the def2-TZVPD basis.

Each line ends with the natural charge from an NBO analysis.
Atoms and positions in Å:
C1 -2.38225 -0.38872 0.29753  -0.27
C2 1.44531 0.10209 -0.03357  0.77
C3 2.81950 -0.14294 0.00545  -0.75
H1 -3.39750 0.39200 -1.15405  0.46
H2 -2.27365 -0.18557 1.36187  0.17
H3 -2.74393 -1.42251 0.19269  0.16
H4 -1.38926 -0.30742 -0.16163  0.18
H5 0.11953 1.39199 0.09452  0.49
H6 2.65755 -1.33729 0.14122  0.27
H7 3.23522 0.04132 -0.99471  0.26
H8 3.45764 0.62211 0.69252  0.26
O1 -3.28672 0.56328 -0.21047  -0.72
O2 0.66467 -0.76804 -0.26625  -0.60
O3 1.07389 1.43968 0.03490  -0.69

The highest occupied orbital energy comes out at -10.062 eV. Its orbital gap is 10.773 eV. Its SMILES is CC(=O)O.CO.

=====

Q: Which of them is the least stable? A: version A.

=====

Version A
Here is C3H8O3 in the gas phase from the Open Molecules 2025 dataset. Energies are from the ωB97M-V functional and the def2-TZVPD basis.

Each line ends with the natural charge from an NBO analysis.
Atoms and positions in Å:
C1 0.19119 0.95122 0.47302  0.37
C2 -0.28196 -0.44491 0.55260  0.08
C3 -0.03420 -1.37187 -0.61512  -0.66
O1 1.71942 0.49565 0.70774  -0.81
O2 0.01121 1.53436 -0.75401  -0.70
O3 -1.81931 0.02561 0.60208  -0.78
H1 0.32278 2.44587 -0.72417  0.49
H2 2.06734 0.17605 -0.13531  0.46
H3 -2.06454 0.32384 -0.28409  0.46
H4 -0.01295 1.57516 1.34215  0.19
H5 -0.15701 -0.88940 1.53476  0.22
H6 0.92779 -1.86827 -0.50102  0.22
H7 -0.82043 -2.12380 -0.63962  0.24
H8 -0.04934 -0.82953 -1.55902  0.22

The highest occupied orbital energy comes out at -9.817 eV. Its orbital gap is 10.415 eV. Its SMILES is C[C@H](O)C(O)O.

=====

Version B
Here is 2 unconnected molecules or ions with the total composition C3H8O3 from the Open Molecules 2025 dataset. Energies are from the ωB97M-V functional and the def2-TZVPD basis.

Each line ends with the natural charge from an NBO analysis.
Atoms and positions in Å:
O1 -1.59834 1.40132 0.03991  -0.53
C1 -1.73801 0.36452 0.58693  0.80
O2 -2.99269 -0.12296 0.91928  -0.73
C2 -0.63433 -0.71962 0.68935  -0.51
C3 0.66058 -0.04385 1.18948  -0.61
H1 -3.06727 -0.35508 1.86116  0.49
H2 -0.68462 -1.14201 -0.31048  0.25
H3 -0.90026 -1.39092 1.49598  0.21
H4 0.75239 0.08137 2.26227  0.21
H5 0.84183 0.91566 0.71146  0.23
H6 1.43590 -0.74653 0.85312  0.21
H7 2.39132 0.59009 -4.14140  0.46
H8 3.20188 0.75153 -2.95684  0.46
O3 2.33162 0.41646 -3.20023  -0.92

The highest occupied orbital energy comes out at -10.318 eV. Its orbital gap is 11.017 eV. Its SMILES is CCC(=O)O.O.

=====

Q: Which of them is the least stable? A: version A.